{
  "formula": "C36H43N10O6SSiY",
  "method": "ωB97M-V/def2-TZVPD",
  "homo_lumo_gap_ev": 6.850,
  "multiplicity": 1,
  "total_charge": 0,
  "largest_force_ha_per_bohr": 0.03901,
  "elements": ["Y", "N", "C", "C", "C", "C", "C", "C", "S", "O", "O", "N", "C", "N", "C", "C", "C", "N", "H", "H", "H", "H", "H", "H", "H", "H", "H", "C", "O", "C", "C", "C", "C", "C", "C", "N", "N", "C", "C", "C", "C", "O", "C", "N", "C", "C", "C", "C", "H", "H", "H", "H", "H", "H", "H", "H", "H", "H", "H", "H", "N", "C", "C", "O", "O", "H", "H", "H", "H", "H", "C", "C", "C", "C", "N", "N", "C", "H", "H", "H", "H", "H", "H", "H", "H", "C", "Si", "C", "C", "H", "H", "H", "H", "H", "H", "H", "H", "H"],
  "positions_angstrom": [[0.12, 0.55, 0.75], [6.50, -1.45, 4.93], [5.28, -1.66, 4.32], [4.99, -1.06, 3.09], [3.79, -1.33, 2.44], [2.88, -2.19, 3.01], [3.15, -2.80, 4.23], [4.34, -2.54, 4.87], [1.32, -2.54, 2.23], [0.28, -2.05, 3.12], [1.23, -3.94, 1.93], [1.24, -1.57, 0.92], [1.27, -2.16, -0.31], [0.44, -1.60, -1.20], [0.37, -2.16, -2.40], [1.11, -3.28, -2.74], [1.99, -3.73, -1.77], [2.09, -3.18, -0.57], [7.02, -0.64, 4.64], [6.59, -1.70, 5.89], [5.71, -0.39, 2.64], [3.57, -0.86, 1.49], [2.43, -3.49, 4.64], [4.56, -3.02, 5.82], [-0.31, -1.69, -3.11], [1.03, -3.75, -3.71], [2.66, -4.57, -1.96], [-2.78, -5.20, -6.43], [-3.30, -4.31, -5.46], [-3.12, -2.98, -5.67], [-2.44, -2.44, -6.76], [-2.37, -1.07, -6.92], [-2.93, -0.20, -5.98], [-3.58, -0.76, -4.87], [-3.69, -2.13, -4.73], [-3.01, 1.17, -6.32], [-2.92, 2.10, -5.50], [-2.61, 1.88, -4.13], [-3.54, 2.16, -3.16], [-3.31, 1.85, -1.82], [-2.12, 1.27, -1.39], [-1.95, 0.83, -0.18], [-1.05, 1.23, -2.36], [0.21, 1.01, -1.91], [1.19, 0.95, -2.78], [1.02, 1.09, -4.16], [-0.23, 1.37, -4.64], [-1.32, 1.47, -3.74], [-3.05, -6.20, -6.08], [-1.70, -5.13, -6.51], [-3.23, -5.03, -7.41], [-1.99, -3.08, -7.50], [-1.86, -0.65, -7.77], [-4.05, -0.12, -4.14], [-4.23, -2.55, -3.89], [-4.50, 2.56, -3.46], [-4.09, 2.03, -1.10], [2.18, 0.78, -2.36], [1.87, 1.00, -4.82], [-0.39, 1.55, -5.69], [-5.24, 0.34, 2.46], [-3.94, 0.94, 2.16], [-2.83, -0.04, 2.49], [-3.21, -1.27, 2.67], [-1.66, 0.30, 2.58], [-5.46, 0.43, 3.44], [-4.19, -1.28, 2.54], [-5.98, 0.77, 1.93], [-3.73, 1.89, 2.67], [-3.85, 1.12, 1.09], [0.87, -0.27, 6.36], [1.49, 0.51, 5.26], [2.51, 1.44, 5.22], [2.65, 1.79, 3.87], [1.78, 1.12, 3.12], [1.07, 0.37, 3.99], [3.60, 2.78, 3.29], [1.53, -0.33, 7.22], [0.64, -1.28, 6.00], [-0.07, 0.19, 6.68], [3.08, 1.82, 6.06], [0.46, -0.38, 3.68], [4.61, 2.60, 3.65], [3.31, 3.79, 3.60], [3.58, 2.74, 2.21], [1.78, 4.16, 0.28], [0.18, 3.29, 0.93], [-1.13, 4.20, -0.16], [-0.13, 4.00, 2.70], [1.77, 5.22, 0.52], [1.85, 4.07, -0.80], [2.69, 3.73, 0.71], [-0.96, 5.28, -0.16], [-2.15, 4.01, 0.18], [-1.07, 3.86, -1.20], [-1.08, 4.54, 2.75], [0.65, 4.71, 2.99], [-0.16, 3.21, 3.46]]
}